The following is a DFT calculation (ωB97M-V/def2-TZVPD) of a single C3H5N3O molecule.

Positions of all 12 atoms, in Å:
H  2.50201  1.57366  -0.69553
N  1.63237  1.14039  -0.35787
N  1.81555  -0.12248  -0.36213
C  0.72726  -0.89892  -0.32572
O  0.80505  -2.18444  0.09227
N  -0.46905  -0.63182  -1.16664
C  -0.71116  0.09411  -0.19517
C  -1.79817  0.73620  0.53402
H  1.72659  -2.42167  0.25692
H  -2.72229  0.15446  0.45706
H  -1.53418  0.81228  1.59124
H  -1.97400  1.74824  0.17155

Cartesian forces, eV/Å:
0.07 -0.23 0.48
-0.04 -1.36 -0.45
1.42 1.81 -0.77
-3.54 1.74 1.00
0.03 -0.32 -0.02
0.22 -0.01 -0.98
2.07 -2.11 0.52
-0.42 0.14 0.56
0.00 0.24 0.06
0.10 0.06 -0.14
0.00 0.05 -0.13
0.10 -0.01 -0.13

The orbital gap (alpha / beta) comes out at 8.086 / 8.089 eV. The calculation puts the highest occupied orbital energy (alpha / beta) at -7.955 / -7.955 eV. Its relative energy (zero: lowest compared OMol25 entry of this formula, charge and spin) is 500.73 kJ/mol. The structure (SMILES) is [H]/N=N/[C@]1(O)N=C1C.

=====

The following is a DFT calculation (ωB97M-V/def2-TZVPD) of 2 unconnected molecules or ions with the total composition C9H16N3O.

Positions of all 29 atoms, in Å:
C  3.13248  -0.20665  1.36506
C  2.84649  -1.16594  0.43892
C  1.32811  0.47713  0.27429
C  -3.44404  0.93409  0.01056
C  -3.45253  2.10142  -1.02550
C  -1.23124  1.52663  -0.61444
C  -2.01354  0.82555  0.43171
C  3.53881  -2.48559  0.43622
C  0.88375  -1.54816  -1.09106
N  1.68349  -0.76857  -0.15968
N  2.20054  0.79396  1.29752
N  -2.00165  2.13133  -1.45649
O  -1.43203  -0.49954  0.51914
H  3.86054  -0.24498  2.17612
H  -4.16312  1.12510  0.85014
H  -3.83733  0.08062  -0.51307
H  -4.32071  1.97202  -1.72255
H  -3.70554  3.10841  -0.45339
H  0.46286  1.04601  -0.06206
H  -1.79102  1.26742  1.40786
H  4.33859  -2.37830  1.06664
H  2.81405  -3.27536  0.79940
H  3.76196  -2.90169  -0.51321
H  1.19505  -2.61233  -1.18280
H  -0.06942  -1.59365  -0.60361
H  0.79249  -1.04345  -2.14616
H  2.34779  1.77363  1.63753
H  -1.78013  2.65915  -2.37976
H  -1.94468  -1.09826  1.21266

Cartesian forces, eV/Å:
0.82 -0.16 0.72
0.33 0.23 1.67
2.10 -1.54 1.69
-1.84 1.01 0.20
-1.48 1.66 2.04
1.71 0.71 -1.66
0.29 -0.73 0.70
-3.93 -0.99 -0.83
-0.43 0.00 -1.89
-0.01 1.65 -0.40
-0.84 0.78 -2.05
-2.09 0.53 -1.09
-1.93 -1.76 1.81
-0.11 0.14 -0.58
0.72 -0.05 -0.70
0.27 -0.75 -0.09
1.46 0.11 -0.17
0.73 -1.83 -1.26
-0.18 0.24 -0.43
-0.32 0.55 -0.09
2.10 -0.23 1.35
0.79 0.83 0.24
0.78 0.18 -1.10
0.44 1.01 0.04
-0.74 0.07 -0.36
0.30 -1.00 2.14
-0.44 -1.54 -0.29
0.10 -1.29 2.52
1.41 2.17 -2.13

The orbital gap comes out at 9.393 eV. The calculation puts the highest occupied orbital energy at -11.701 eV. The charge is +1. Its relative energy (zero: lowest compared OMol25 entry of this formula, charge and spin) is 371.16 kJ/mol.

=====

The following is a DFT calculation (ωB97M-V/def2-TZVPD) of a molecular structure, C17H23O3Pd.

Positions of all 44 atoms, in Å:
Pd  -0.94729  -0.25320  -0.42619
C  -3.25676  0.42555  -1.30537
C  -3.16475  0.64748  0.08709
C  -2.04862  1.53758  0.32639
H  -3.86860  0.29406  0.83536
C  -1.47425  1.86406  -0.95798
C  -2.20290  1.13029  -1.94983
H  -2.00862  1.16019  -3.01572
H  -4.01325  -0.18937  -1.78837
H  -1.75176  1.97292  1.27353
H  -0.67188  2.57306  -1.12045
C  -1.28260  -2.50187  -1.16067
C  -1.37162  -1.68309  -2.33122
C  -0.11638  -1.01163  -2.50816
H  -2.25083  -1.59873  -2.94716
C  0.78535  -1.47812  -1.48757
C  0.04485  -2.37171  -0.62880
H  0.45434  -2.88475  0.22140
H  -2.07220  -3.10822  -0.76826
H  0.14017  -0.29332  -3.26010
H  1.84706  -1.33214  -1.46817
O  1.33994  0.21459  -0.12077
C  2.75853  1.13301  -0.04886
C  2.63427  1.18291  1.46511
C  2.60534  2.33361  -0.90772
C  3.89317  0.21371  -0.45436
C  1.41491  0.25317  1.41897
H  2.37505  2.17478  1.84812
H  3.48920  0.75177  2.01255
H  1.70904  -0.78640  1.82449
H  0.45001  0.72235  1.93353
H  3.36435  3.08788  -0.61171
H  1.59556  2.78064  -0.88426
H  2.82000  2.02635  -1.93925
H  4.83661  0.66420  -0.08262
H  3.98974  0.12536  -1.54030
H  3.77589  -0.78889  -0.01819
C  -1.98559  -1.21881  3.63925
O  -1.40322  -0.50286  2.52025
C  -1.69222  -1.06439  1.33086
O  -2.38328  -2.05423  1.22997
H  -3.09068  -1.19313  3.58596
H  -1.62908  -0.68669  4.53222
H  -1.63698  -2.26797  3.64701

Cartesian forces, eV/Å:
0.20 -1.33 -0.72
-0.43 0.74 -0.33
-0.36 1.14 -0.49
-0.36 1.43 -1.15
0.33 -0.06 -0.18
-0.65 0.14 1.41
-1.24 0.39 0.12
-0.03 -0.04 0.18
0.30 0.11 0.10
-0.09 -0.17 -0.16
-0.09 -0.22 -0.02
1.46 -0.16 -0.57
0.89 -0.14 0.43
0.64 -1.16 0.66
0.02 0.14 -0.03
-1.19 -1.30 -1.52
-0.61 -0.09 -1.28
-0.03 -0.06 0.14
-0.08 0.01 0.14
0.03 0.08 -0.28
-0.10 0.06 -0.06
3.45 3.03 3.70
-1.41 -2.31 0.02
-0.65 0.11 0.17
0.17 0.52 -0.36
0.26 0.28 -0.11
-0.61 -0.05 0.03
0.23 -0.13 -0.03
-0.23 0.40 -0.31
-1.03 1.42 -0.61
2.04 -1.41 -1.32
-0.43 -0.28 -0.15
0.50 -0.14 0.28
-0.10 0.28 0.06
-0.35 -0.26 -0.12
-0.07 -0.06 0.05
0.09 0.31 0.03
0.09 0.18 0.22
-0.69 -0.56 0.97
0.45 -0.95 0.16
-0.47 -0.11 1.15
0.57 -0.07 0.02
-0.17 -0.23 -0.27
-0.24 0.52 -0.01

The expectation value of S² is 6.019. The orbital gap (alpha / beta) comes out at 2.125 / 5.979 eV. The calculation puts the highest occupied orbital energy (alpha / beta) at 0.865 / -4.351 eV. The charge is -1. Its spin multiplicity is 5.